# 1
{"formula": "C26H23N3O", "method": "ωB97M-V with the def2-TZVPD basis set", "total_energy_ev": -33852.948, "homo_ev": -7.65, "orbital_gap_ha": 0.3052, "lumo_energy_ha": 0.02390, "charge": 0, "smiles": "Cc1[nH]c2ccccc2c1/C=N/NC(=O)[C@@H]1CC1(c1ccccc1)c1ccccc1", "max_force_ev_per_a": 1.1, "elements": ["C", "C", "N", "C", "C", "C", "C", "C", "C", "C", "C", "N", "N", "C", "O", "C", "C", "C", "C", "C", "C", "C", "C", "C", "C", "C", "C", "C", "C", "C", "H", "H", "H", "H", "H", "H", "H", "H", "H", "H", "H", "H", "H", "H", "H", "H", "H", "H", "H", "H", "H", "H", "H"], "xyz": [[-1.890, -1.974, 0.604], [-3.077, -1.147, 0.283], [-4.283, -1.718, 0.007], [-5.217, -0.747, -0.244], [-6.562, -0.855, -0.564], [-7.264, 0.315, -0.764], [-6.642, 1.559, -0.648], [-5.305, 1.669, -0.331], [-4.571, 0.504, -0.124], [-3.201, 0.230, 0.215], [-2.197, 1.223, 0.430], [-0.995, 0.945, 0.764], [-0.127, 1.959, 0.943], [1.179, 1.795, 1.315], [1.897, 2.766, 1.449], [1.598, 0.387, 1.515], [2.918, 0.132, 2.199], [2.797, -0.127, 0.735], [3.481, 0.785, -0.233], [4.831, 1.073, -0.085], [5.475, 1.894, -0.992], [4.777, 2.433, -2.058], [3.432, 2.145, -2.216], [2.789, 1.322, -1.311], [2.737, -1.536, 0.237], [1.725, -1.935, -0.627], [1.682, -3.232, -1.104], [2.654, -4.144, -0.728], [3.671, -3.751, 0.125], [3.714, -2.453, 0.604], [-1.885, -2.892, 0.019], [-0.991, -1.402, 0.402], [-1.887, -2.243, 1.661], [-4.458, -2.710, -0.006], [-7.039, -1.820, -0.651], [-8.313, 0.271, -1.014], [-7.226, 2.453, -0.812], [-4.841, 2.640, -0.245], [-2.514, 2.264, 0.295], [-0.444, 2.923, 0.809], [0.782, -0.303, 1.679], [3.464, 1.011, 2.506], [2.977, -0.705, 2.878], [5.376, 0.655, 0.749], [6.524, 2.118, -0.863], [5.278, 3.080, -2.763], [2.882, 2.566, -3.044], [1.737, 1.104, -1.433], [0.969, -1.223, -0.925], [0.889, -3.533, -1.774], [2.621, -5.157, -1.100], [4.434, -4.457, 0.418], [4.509, -2.146, 1.267]]}

---

# 2
{"formula": "C18H46N8O5P2Rb", "method": "ωB97M-V with the def2-TZVPD basis set", "total_energy_ev": -60786.463, "homo_ev": [-12.97, -12.97], "orbital_gap_ha": [0.2759, 0.1528], "lumo_energy_ha": [-0.20074, -0.32377], "charge": 2, "max_force_ev_per_a": 3.4, "spin_multiplicity": 2, "elements": ["Rb", "N", "H", "H", "H", "H", "O", "H", "C", "C", "C", "C", "C", "C", "N", "O", "O", "H", "H", "H", "H", "H", "O", "P", "N", "C", "C", "N", "C", "C", "N", "C", "C", "H", "H", "H", "H", "H", "H", "H", "H", "H", "H", "H", "H", "H", "H", "H", "H", "H", "H", "O", "P", "N", "C", "C", "N", "C", "C", "N", "C", "C", "H", "H", "H", "H", "H", "H", "H", "H", "H", "H", "H", "H", "H", "H", "H", "H", "H", "H"], "xyz": [[-4.351, -3.114, -2.618], [-0.701, -3.921, -2.130], [-1.347, -3.362, -1.592], [-0.159, -4.518, -1.521], [-0.043, -3.272, -2.538], [-1.267, -4.431, -2.792], [-2.334, -2.389, -0.779], [-2.295, -1.414, -0.813], [-4.718, -0.449, 1.150], [-3.757, 0.373, 0.609], [-3.835, 1.716, 1.091], [-4.771, 2.142, 2.035], [-5.712, 1.253, 2.507], [-5.626, -0.070, 2.074], [-4.869, 3.583, 2.474], [-4.137, 4.379, 1.816], [-5.630, 3.945, 3.366], [-4.610, -1.467, 0.807], [-3.147, 0.056, -0.224], [-3.147, 2.448, 0.693], [-6.580, 1.576, 3.063], [-6.401, -0.775, 2.337], [0.795, -0.007, 5.179], [0.534, 0.584, 3.856], [-0.774, 1.675, 3.810], [-0.840, 2.433, 2.488], [-2.030, 1.347, 4.420], [0.152, -0.643, 2.711], [-0.250, -1.960, 3.184], [0.237, -0.430, 1.214], [1.897, 1.488, 3.322], [3.033, 0.600, 3.078], [2.313, 2.622, 4.124], [-1.262, 1.832, 1.682], [0.100, 2.892, 2.182], [-1.643, 3.169, 2.517], [-2.372, 0.357, 4.118], [-2.805, 2.045, 4.102], [-1.991, 1.362, 5.509], [-0.713, -2.480, 2.346], [0.620, -2.409, 3.663], [-1.030, -1.821, 3.932], [0.971, -1.029, 0.676], [-0.696, -0.726, 0.734], [0.495, 0.588, 0.921], [3.235, -0.085, 3.901], [2.901, -0.007, 2.183], [3.953, 1.183, 3.032], [1.408, 3.106, 4.492], [3.043, 3.189, 3.546], [2.737, 2.230, 5.048], [1.263, -2.311, -2.676], [2.021, -1.075, -3.190], [1.307, 0.434, -2.744], [0.027, 0.536, -2.051], [2.197, 1.657, -2.727], [1.941, -0.918, -4.900], [2.459, 0.244, -5.733], [0.969, -1.717, -5.654], [3.707, -1.103, -2.790], [4.546, -2.099, -3.542], [4.060, -0.871, -1.398], [0.048, -0.139, -1.196], [-0.724, 0.166, -2.749], [-0.191, 1.544, -1.700], [2.798, 1.820, -1.833], [1.494, 2.487, -2.799], [2.855, 1.674, -3.595], [1.720, 1.035, -5.601], [3.451, 0.397, -5.307], [2.542, -0.018, -6.787], [0.017, -1.207, -5.504], [1.203, -1.751, -6.718], [0.971, -2.729, -5.250], [4.509, -1.979, -4.625], [5.586, -1.948, -3.254], [4.243, -3.115, -3.288], [3.526, -1.610, -0.800], [3.737, 0.164, -1.285], [5.141, -0.961, -1.292]]}

---

# 3
{"formula": "C4H10NOS", "method": "ωB97M-V with the def2-TZVPD basis set", "e_above_lowest_ev": 2.337, "total_energy_ev": -18669.533, "homo_ev": [-9.88, -13.93], "orbital_gap_ha": [0.2499, 0.2335], "lumo_energy_ha": [-0.11325, -0.27850], "charge": 1, "max_force_ev_per_a": 5.9, "spin_multiplicity": 3, "elements": ["C", "C", "C", "C", "N", "O", "S", "H", "H", "H", "H", "H", "H", "H", "H", "H", "H"], "xyz": [[-1.396, 1.021, -0.224], [-1.967, -0.257, 0.415], [0.603, -0.625, 0.038], [1.589, -0.670, -1.065], [0.061, 0.832, 0.203], [1.351, -0.671, 1.639], [-0.771, -1.599, -0.167], [-1.466, 1.233, -1.240], [-1.744, 1.920, 0.260], [-1.835, -0.136, 1.463], [-3.012, -0.600, 0.024], [1.002, -0.368, -1.954], [2.119, -1.662, -1.237], [2.394, 0.130, -0.933], [0.602, 1.567, -0.294], [0.161, 0.837, 1.175], [2.309, -0.952, 1.899]]}

---

# 4
{"formula": "C28H48BrN3P2SSn", "method": "ωB97M-V with the def2-TZVPD basis set", "e_above_lowest_ev": 5.521, "total_energy_ev": -139525.577, "homo_ev": [-18.39, -18.63], "orbital_gap_ha": [0.1172, 0.1233], "lumo_energy_ha": [-0.55847, -0.56125], "charge": 4, "max_force_ev_per_a": 3.3, "elements": ["N", "C", "C", "C", "C", "C", "C", "Sn", "P", "C", "C", "C", "C", "C", "C", "C", "Br", "H", "H", "H", "H", "H", "H", "H", "H", "H", "H", "P", "C", "C", "H", "H", "H", "H", "H", "C", "C", "H", "H", "H", "H", "H", "C", "C", "H", "H", "H", "H", "H", "C", "C", "H", "H", "H", "H", "H", "C", "C", "H", "H", "H", "H", "H", "C", "C", "H", "H", "H", "H", "H", "C", "N", "C", "S", "N", "C", "H", "H", "H", "H", "H", "H", "H", "H"], "xyz": [[-6.904, 5.265, -5.230], [-6.607, 5.831, -4.056], [-5.672, 5.283, -3.172], [-4.987, 4.100, -3.545], [-5.339, 3.499, -4.781], [-6.293, 4.140, -5.590], [-3.985, 3.494, -2.682], [1.493, 0.565, 0.560], [5.217, -0.609, -0.109], [-3.217, 2.439, -3.080], [-2.327, 1.787, -2.195], [-1.237, 1.081, -2.740], [-0.158, 0.804, -1.907], [-0.317, 1.064, -0.538], [-1.336, 1.846, -0.006], [-2.448, 2.041, -0.810], [1.766, -1.286, 2.780], [-3.870, 3.941, -1.689], [-3.238, 2.117, -4.120], [-5.498, 5.798, -2.223], [-4.895, 2.558, -5.101], [-7.136, 6.755, -3.831], [-6.543, 3.694, -6.557], [-1.237, 0.886, -3.819], [-3.356, 2.496, -0.408], [0.762, 0.407, -2.344], [-1.349, 2.298, 0.993], [-0.295, -1.866, 0.168], [4.646, 1.101, 0.157], [5.814, 2.042, -0.175], [4.313, 1.214, 1.200], [3.782, 1.302, -0.503], [5.623, 3.049, 0.205], [6.745, 1.675, 0.267], [5.963, 2.110, -1.259], [4.468, -1.157, -1.679], [5.412, -2.209, -2.273], [4.386, -0.282, -2.342], [3.454, -1.555, -1.511], [5.213, -2.361, -3.335], [6.453, -1.887, -2.172], [5.314, -3.175, -1.770], [4.506, -1.778, 1.090], [5.367, -1.980, 2.337], [4.289, -2.738, 0.587], [3.536, -1.340, 1.378], [4.849, -2.653, 3.026], [6.335, -2.418, 2.078], [5.541, -1.031, 2.855], [-0.468, -3.267, 1.361], [-1.580, -4.285, 1.118], [-0.574, -2.779, 2.339], [0.509, -3.771, 1.378], [-2.548, -3.935, 1.490], [-1.687, -4.546, 0.058], [-1.346, -5.214, 1.653], [0.639, -2.656, -1.217], [0.095, -2.471, -2.624], [0.696, -3.729, -0.978], [1.665, -2.256, -1.130], [-0.835, -3.032, -2.772], [-0.096, -1.424, -2.886], [0.828, -2.864, -3.344], [-1.993, -1.704, -0.554], [-3.122, -1.448, 0.443], [-2.184, -2.620, -1.131], [-1.925, -0.870, -1.264], [-3.855, -0.766, -0.010], [-3.646, -2.378, 0.700], [-2.762, -0.970, 1.370], [1.359, 0.641, 5.541], [0.244, 1.103, 4.713], [-0.630, 0.239, 4.143], [-1.069, 0.390, 2.500], [-1.122, -0.779, 4.874], [-1.274, -0.769, 6.327], [1.474, -0.448, 5.526], [1.192, 0.989, 6.560], [2.284, 1.090, 5.164], [0.478, 1.869, 4.077], [-1.783, -1.361, 4.357], [-2.318, -1.003, 6.575], [-0.633, -1.541, 6.774], [-1.010, 0.210, 6.737]]}

---

# 5
{"formula": "C45H46BN6O7S", "method": "ωB97M-V with the def2-TZVPD basis set", "e_above_lowest_ev": 16.548, "total_energy_ev": -82176.413, "homo_ev": -10.94, "orbital_gap_ha": 0.2696, "lumo_energy_ha": -0.13248, "charge": 1, "max_force_ev_per_a": 8.5, "elements": ["C", "C", "N", "C", "C", "N", "C", "N", "C", "B", "O", "N", "C", "C", "C", "C", "C", "C", "C", "S", "C", "N", "N", "C", "O", "C", "C", "O", "H", "H", "H", "H", "H", "H", "H", "H", "H", "H", "H", "H", "H", "H", "H", "H", "H", "H", "H", "H", "H", "H", "H", "H", "H", "H", "H", "H", "H", "H", "C", "C", "C", "C", "C", "C", "C", "O", "C", "C", "C", "C", "C", "C", "C", "O", "H", "H", "H", "H", "H", "H", "H", "H", "C", "C", "C", "C", "C", "C", "C", "O", "C", "C", "C", "C", "C", "C", "C", "O", "H", "H", "H", "H", "H", "H", "H", "H"], "xyz": [[4.453, -4.260, 1.816], [4.880, -2.669, 1.796], [4.210, -1.868, 0.675], [3.003, -1.108, 1.182], [2.283, -0.156, 0.015], [1.870, -0.949, -1.205], [2.890, -1.127, -2.349], [2.280, -1.986, -3.460], [0.892, -2.296, -2.932], [-0.086, -3.248, -3.851], [-1.377, -2.762, -4.451], [0.425, -4.686, -4.110], [1.084, -5.258, -2.867], [1.518, -4.673, -5.169], [0.521, -1.632, -1.479], [-0.841, -1.660, -0.566], [-1.325, -3.149, -0.082], [-2.960, -3.077, 0.243], [-3.411, -1.714, 1.036], [-4.462, -0.546, -0.051], [-3.420, 0.918, -0.627], [-2.921, 2.134, 0.135], [-2.133, 2.962, -0.677], [-2.011, 2.427, -2.091], [-2.816, 1.201, -1.962], [5.297, -0.954, 0.144], [5.656, 0.551, 0.706], [6.043, -1.404, -0.902], [3.590, -4.512, 2.595], [4.183, -4.678, 0.736], [5.382, -4.919, 2.170], [6.057, -2.652, 1.599], [4.730, -2.204, 2.863], [2.215, -1.931, 1.527], [3.259, -0.484, 2.166], [3.044, 0.677, -0.375], [1.418, 0.423, 0.550], [3.957, -0.636, -2.292], [2.732, -2.272, -4.375], [-2.022, -3.544, -4.511], [2.143, -4.781, -2.625], [0.402, -5.026, -1.940], [1.196, -6.441, -2.901], [1.338, -3.870, -6.020], [1.626, -5.710, -5.700], [2.596, -4.420, -4.726], [-0.647, -1.031, 0.421], [-1.722, -1.216, -1.225], [-1.214, -3.986, -0.911], [-0.798, -3.441, 0.940], [-3.555, -3.165, -0.786], [-3.202, -4.051, 0.884], [-2.543, -1.150, 1.587], [-4.163, -2.064, 1.895], [-1.425, 2.871, -3.015], [5.069, 0.864, 1.670], [6.834, 0.612, 0.878], [5.339, 1.323, -0.139], [1.011, -0.085, 4.595], [-0.059, 0.168, 5.453], [-0.004, -0.256, 6.781], [1.119, -0.947, 7.250], [2.178, -1.222, 6.386], [2.129, -0.779, 5.058], [3.347, -1.993, 6.857], [4.279, -2.232, 6.099], [3.372, -2.480, 8.250], [4.447, -3.262, 8.693], [4.485, -3.715, 10.014], [3.457, -3.383, 10.895], [2.382, -2.609, 10.455], [2.335, -2.165, 9.127], [1.176, -1.377, 8.662], [0.271, -1.088, 9.435], [0.972, 0.254, 3.562], [-0.936, 0.699, 5.089], [-0.841, -0.051, 7.447], [2.958, -0.978, 4.380], [5.255, -3.523, 8.012], [5.318, -4.327, 10.354], [3.490, -3.730, 11.926], [1.581, -2.357, 11.148], [-5.995, 3.577, -3.411], [-4.734, 3.873, -2.893], [-3.985, 4.919, -3.434], [-4.493, 5.665, -4.504], [-5.743, 5.354, -5.038], [-6.501, 4.315, -4.482], [-6.268, 6.102, -6.198], [-7.368, 5.832, -6.665], [-5.445, 7.174, -6.793], [-5.905, 7.852, -7.929], [-5.139, 8.877, -8.490], [-3.919, 9.231, -7.915], [-3.456, 8.554, -6.786], [-4.216, 7.516, -6.230], [-3.701, 6.781, -5.058], [-2.627, 7.089, -4.554], [-6.583, 2.768, -2.984], [-4.335, 3.289, -2.067], [-3.004, 5.147, -3.021], [-7.484, 4.075, -4.884], [-6.857, 7.584, -8.383], [-5.495, 9.398, -9.376], [-3.326, 10.034, -8.347], [-2.501, 8.833, -6.345]]}

---

# 6
{"formula": "C36H30N11ORuS3", "method": "ωB97M-V with the def2-TZVPD basis set", "e_above_lowest_ev": 0.000, "total_energy_ev": -91338.749, "homo_ev": [-9.90, -9.90], "orbital_gap_ha": [0.2001, 0.1999], "lumo_energy_ha": [-0.16370, -0.16386], "charge": 1, "max_force_ev_per_a": 0.6, "elements": ["Ru", "C", "N", "C", "N", "C", "N", "C", "C", "C", "C", "C", "C", "C", "N", "N", "C", "O", "C", "C", "C", "C", "C", "C", "N", "C", "N", "C", "N", "C", "H", "H", "H", "H", "H", "H", "H", "H", "H", "H", "H", "H", "H", "H", "H", "H", "C", "C", "C", "C", "C", "C", "C", "C", "N", "H", "H", "H", "H", "H", "H", "H", "H", "H", "S", "C", "S", "C", "N", "N", "C", "C", "C", "C", "C", "C", "S", "H", "H", "H", "H", "H"], "xyz": [[2.589, -0.138, 0.169], [0.420, -0.762, 5.019], [1.249, -1.186, 3.886], [1.750, -0.408, 2.943], [2.180, -1.161, 1.936], [1.919, -2.436, 2.349], [1.358, -2.484, 3.529], [-1.024, -0.612, 4.593], [-1.999, -1.401, 5.184], [-3.316, -1.333, 4.747], [-3.659, -0.500, 3.700], [-2.682, 0.293, 3.096], [-1.374, 0.254, 3.561], [-3.058, 1.058, 1.906], [-4.193, 1.012, 1.298], [-4.080, 1.822, 0.187], [-2.882, 2.297, 0.195], [-2.168, 1.864, 1.267], [-2.290, 3.148, -0.841], [-3.123, 3.545, -1.887], [-2.605, 4.269, -2.943], [-1.253, 4.573, -2.979], [-0.416, 4.191, -1.939], [1.055, 4.529, -2.056], [1.931, 3.495, -1.501], [2.008, 2.218, -1.832], [2.893, 1.609, -1.045], [3.341, 2.624, -0.235], [2.767, 3.772, -0.467], [-0.943, 3.499, -0.852], [0.839, 0.170, 5.397], [0.524, -1.526, 5.784], [1.773, 0.667, 2.989], [2.152, -3.313, 1.769], [-1.728, -2.089, 5.976], [-4.069, -1.956, 5.208], [-4.671, -0.469, 3.320], [-0.629, 0.867, 3.065], [-4.166, 3.260, -1.863], [-3.250, 4.574, -3.756], [-0.843, 5.104, -3.831], [1.327, 5.446, -1.538], [1.309, 4.650, -3.108], [1.412, 1.754, -2.600], [4.090, 2.484, 0.526], [-0.305, 3.195, -0.031], [6.719, -0.990, 0.483], [6.200, -1.746, -0.704], [7.025, -2.531, -1.484], [6.519, -3.220, -2.581], [5.176, -3.146, -2.928], [4.303, -2.374, -2.184], [2.853, -2.265, -2.538], [4.833, -1.677, -1.068], [4.011, -0.920, -0.293], [7.773, -1.210, 0.642], [6.169, -1.252, 1.387], [6.612, 0.085, 0.337], [8.076, -2.609, -1.236], [7.186, -3.830, -3.176], [4.806, -3.696, -3.783], [2.593, -2.977, -3.319], [2.619, -1.261, -2.896], [2.217, -2.444, -1.670], [-3.688, -3.552, 1.141], [-2.740, -2.360, 0.537], [-1.109, -2.071, 1.101], [-0.928, -0.782, -0.050], [-1.967, -0.590, -0.781], [-2.979, -1.443, -0.448], [-4.196, -1.299, -1.198], [-4.102, -1.092, -2.567], [-5.260, -0.919, -3.306], [-6.499, -0.955, -2.680], [-6.575, -1.151, -1.310], [-5.422, -1.321, -0.557], [0.359, 0.391, -0.186], [-3.130, -1.060, -3.040], [-5.194, -0.760, -4.374], [-7.404, -0.822, -3.260], [-7.537, -1.164, -0.815], [-5.477, -1.454, 0.512]]}

---

Which value of charge does entry 4 give? +4